The following is a quantum chemistry calculation of a structure of composition C38H20Br4MnN4O3S2, from OMol25.

Results
**Spin multiplicity**: 2
**HOMO energy (spin up / spin down)**: -1.19 / -0.88 eV
**E_tot**: -384996.8994 eV
**Kohn-Sham gap (spin up / spin down)**: 4.6280 / 4.3117 eV
**Charge**: -2

XYZ file:
```
72
Properties=species:S:1:pos:R:3:forces:R:3
C -3.378011 4.592422 -0.077495 0.0 0.0 0.0
C 1.767920 -4.606537 -1.671515 0.0 0.0 0.0
C 1.237161 -2.272755 -1.884593 0.1 0.0 -0.1
C -3.831731 3.157017 -2.081872 0.0 0.1 0.1
C 0.535347 2.983955 4.435512 -0.1 -0.1 -0.2
C -2.718917 4.758506 1.088451 0.0 0.0 0.0
Br 1.363250 -3.142617 6.308100 0.0 0.0 0.0
H 2.352327 -1.576820 -4.297043 0.0 0.0 0.0
H 2.537118 0.690548 -5.229742 0.0 0.0 0.0
Mn -0.239482 -0.451226 -0.023239 0.8 -0.6 -0.5
C -4.109648 0.525643 -4.789265 0.0 0.0 -0.1
H -2.893911 5.639152 1.696646 0.0 0.0 0.0
C -2.260690 2.443978 -0.429063 0.1 -0.1 0.1
C 0.694400 0.104398 -1.779471 -0.1 0.2 0.1
C 2.047015 0.532331 -4.275187 0.0 0.0 0.0
C 1.938016 -0.740604 -3.742557 0.0 0.0 0.0
H -4.535270 3.891767 -2.461210 0.0 0.0 0.0
Br -1.397855 -2.589791 4.484644 0.0 0.0 0.0
C 1.488370 -2.314901 4.602218 0.0 0.0 0.0
N 0.537416 -2.326167 -0.744519 -0.2 0.4 0.1
N -2.044729 1.297607 -1.077378 0.1 0.4 -0.1
C 2.767754 -1.281675 2.840577 -0.1 0.0 0.0
H -0.173912 -3.418585 0.823677 0.0 0.0 0.0
H -2.469781 0.100750 -2.640985 0.0 0.1 0.0
C 1.031282 -4.641906 -0.495620 0.0 0.0 0.0
N -2.011979 -1.274244 -0.836553 -0.2 -0.4 0.3
C -1.519115 2.639197 0.798967 -0.1 -0.2 -0.3
O -4.094674 -2.340230 -1.342078 -0.1 0.1 -0.1
C -0.198746 2.954845 3.160740 0.2 -0.2 0.1
C 1.634048 -1.059924 2.054235 -0.1 0.1 0.2
C 0.027503 1.872239 2.274220 -0.1 0.2 -0.2
Br 4.302863 -2.160144 5.106527 0.0 0.0 0.0
C 0.429512 -3.467629 -0.076089 -0.1 -0.1 0.1
H -6.323840 1.939962 -6.882370 0.0 0.0 0.0
O 1.628818 -0.437501 0.930753 -0.1 0.2 0.1
C -4.257758 1.654128 -4.034138 0.1 -0.1 0.2
H 2.407688 1.637670 6.849872 0.0 0.0 0.0
C 1.870603 -3.420152 -2.372014 0.0 0.0 0.0
C -1.774157 3.783061 1.562492 0.0 0.1 0.0
C -4.903118 0.536853 -5.969638 0.0 0.0 0.1
C -3.040934 -1.799597 -1.066761 0.2 -0.2 0.1
H -4.087851 5.336987 -0.420810 0.0 0.0 0.0
H 0.792459 1.156690 2.498960 0.2 -0.4 0.0
N -0.613180 1.692848 1.141328 -0.1 0.1 0.2
C -3.168128 3.415305 -0.871859 -0.1 0.0 -0.1
H 2.263533 -5.498414 -2.039143 0.0 0.0 0.0
C -5.640361 1.672346 -6.093041 0.0 0.0 -0.1
C 1.244415 1.966980 5.004610 0.0 0.0 0.2
H 1.345346 0.984837 4.570015 0.0 -0.1 -0.1
C 0.866511 1.380713 -2.351933 -0.1 0.0 0.0
C 0.318927 -2.098540 3.843210 0.0 0.0 -0.1
H 0.925749 -5.546742 0.087252 0.0 0.0 0.0
C -2.685237 1.062777 -2.189467 0.0 0.2 -0.1
C 0.339145 -1.494754 2.580143 0.1 0.1 0.0
C 1.817657 2.321954 6.256640 0.0 0.0 0.0
C -3.596670 1.981794 -2.759209 -0.1 -0.1 -0.2
C 1.531506 3.600869 6.617695 0.0 0.0 0.1
C 1.520093 1.604214 -3.554594 0.0 0.0 0.0
S -5.377954 2.732354 -4.776466 -0.1 0.1 0.0
H -3.457961 -0.289117 -4.512658 0.0 0.0 0.0
H 1.834259 4.124275 7.510305 0.0 0.0 0.0
O -0.692428 -1.266654 1.857363 -0.1 0.0 0.0
H 1.621222 2.614825 -3.941565 0.0 0.0 0.0
C -1.094783 3.919376 2.782376 -0.1 0.1 -0.1
H 2.450492 -3.376190 -3.283241 0.0 0.0 0.0
C 1.297437 -0.936828 -2.515831 0.0 -0.2 0.1
H -1.305202 4.777366 3.413198 0.0 0.0 0.0
H -4.919963 -0.269583 -6.688377 0.0 0.0 0.0
C 2.707995 -1.909710 4.103596 0.0 0.1 0.0
H 0.466450 2.246239 -1.827938 0.0 0.0 0.0
S 0.568378 4.385980 5.438151 0.0 0.1 0.0
Br 4.397878 -0.624097 2.124561 0.0 0.0 0.0
```
Forces are in eV/Å.